1.
Formula: C24H70O30P6S2
Source: the Open Molecules 2025 dataset
Level of theory: wB97M-V/def2-TZVPD

Last column: Löwdin charge in e.
Geometry (Å):
1 O -0.68247 0.98415 -2.15888  -0.319
2 S 0.10446 0.90468 -0.92320  0.670
3 O 1.49356 1.36147 -0.80108  -0.306
4 O -0.75072 1.70986 0.21877  -0.298
5 C -0.14961 1.86569 1.54734  -0.221
6 C -0.91083 2.83531 2.50581  -0.048
7 C -0.01616 -0.80731 -0.21842  -0.065
8 H 0.87602 2.22491 1.46289  0.109
9 H -0.24127 0.87434 1.99110  0.103
10 H -0.52997 2.47225 3.46039  0.079
11 H -1.98455 2.75133 2.67366  0.046
12 H -0.73370 3.91052 2.48032  0.080
13 H -0.81361 -1.36075 -0.71427  0.061
14 H -0.13412 -0.87641 0.86297  0.050
15 H 0.90616 -1.21974 -0.62749  0.055
16 O 3.97629 1.57912 -6.16137  -0.337
17 S 2.84972 0.61562 -5.87422  0.715
18 O 1.76545 0.25768 -6.77517  -0.306
19 O 3.48428 -0.84258 -5.31760  -0.265
20 C 4.70564 -0.99253 -4.62432  -0.288
21 C 4.95042 -2.47394 -4.50767  -0.061
22 C 2.10309 1.28936 -4.35251  -0.106
23 H 4.72454 -0.59633 -3.60905  0.098
24 H 5.49518 -0.45193 -5.14633  0.124
25 H 5.73315 -2.54328 -3.75227  0.072
26 H 5.39052 -2.87254 -5.42173  0.089
27 H 4.11481 -3.05485 -4.11727  0.064
28 H 1.23867 0.65030 -4.17225  0.058
29 H 1.97196 2.34797 -4.57665  0.075
30 H 2.94477 1.10796 -3.68411  0.053
31 C 3.17870 0.11192 2.76328  -0.108
32 O 3.39855 -1.19421 2.30649  -0.238
33 P 2.55701 -2.43481 3.00432  0.475
34 O 1.07380 -2.43218 2.72783  -0.271
35 O 3.11117 -3.73423 2.36147  -0.209
36 C 4.51558 -4.20646 2.60694  -0.029
37 O 3.02298 -2.50181 4.61420  -0.241
38 C 2.56335 -3.59840 5.33158  -0.136
39 H 2.38652 0.13233 3.51170  0.087
40 H 2.85635 0.72950 1.92496  0.081
41 H 4.13875 0.45158 3.15192  0.091
42 H 4.98451 -4.36341 1.63556  0.077
43 H 4.51326 -5.18775 3.08146  0.087
44 H 5.13115 -3.49230 3.15388  0.089
45 H 1.57293 -3.94515 5.03674  0.093
46 H 2.56765 -3.46538 6.41343  0.095
47 H 3.33299 -4.32303 5.06577  0.077
48 C -5.01244 6.28894 -4.60210  -0.053
49 O -4.24370 5.41316 -3.88273  -0.021
50 P -4.13231 3.80456 -4.33194  0.492
51 O -5.40892 3.18471 -4.63513  -0.120
52 O -3.11766 3.94331 -5.57246  -0.086
53 C -3.66348 3.96434 -6.86460  -0.053
54 O -3.27507 3.16957 -3.15125  -0.166
55 C -3.80301 2.03887 -2.41999  -0.038
56 H -4.39341 6.96975 -5.18640  0.143
57 H -5.58895 6.86198 -3.87591  0.141
58 H -5.63770 5.82110 -5.36255  0.105
59 H -3.09478 4.54334 -7.59223  0.120
60 H -4.71109 4.26525 -6.87271  0.095
61 H -3.65856 2.93117 -7.21191  0.129
62 H -4.88484 1.96828 -2.30699  0.082
63 H -3.16355 2.05713 -1.53747  0.093
64 H -3.45170 1.14951 -2.94317  0.102
65 C -7.21803 0.95723 -0.27724  -0.118
66 O -6.59234 -0.31240 -0.08178  -0.214
67 P -6.51741 -0.93419 1.44338  0.422
68 O -7.52071 -0.40906 2.40547  -0.241
69 O -6.63222 -2.49196 1.13373  -0.203
70 C -6.98715 -3.41809 2.21237  -0.067
71 O -5.02789 -0.70970 1.90751  -0.176
72 C -4.74336 0.54992 2.40860  -0.142
73 H -8.13998 0.84798 -0.84835  0.093
74 H -6.59529 1.75688 -0.67831  0.067
75 H -7.58391 1.33058 0.67923  0.072
76 H -7.72816 -4.16935 1.93922  0.084
77 H -7.38635 -3.01970 3.14512  0.090
78 H -6.10103 -4.04707 2.29773  0.089
79 H -3.93810 1.06343 1.88327  0.081
80 H -4.45083 0.57375 3.45834  0.087
81 H -5.54517 1.28566 2.34633  0.085
82 C -1.08355 -4.37700 -2.52677  -0.086
83 O -0.22548 -5.22779 -3.32097  -0.236
84 P 1.38173 -4.91019 -3.22205  0.505
85 O 1.84739 -4.21208 -2.04127  -0.221
86 O 1.64105 -3.93737 -4.53827  -0.249
87 C 1.21037 -4.34782 -5.82746  -0.118
88 O 2.21999 -6.30827 -3.57790  -0.246
89 C 3.62487 -6.46100 -3.45969  -0.093
90 H -0.73575 -3.36129 -2.71506  0.075
91 H -0.93424 -4.60205 -1.47075  0.090
92 H -2.11985 -4.53572 -2.82507  0.094
93 H 2.15344 -4.31432 -6.37298  0.086
94 H 0.54342 -3.60410 -6.26352  0.091
95 H 0.88042 -5.36568 -6.03530  0.091
96 H 3.76440 -7.38605 -2.90030  0.092
97 H 4.03121 -5.60841 -2.91556  0.080
98 H 4.04710 -6.59646 -4.45542  0.092
99 C 6.85285 0.65007 -1.64315  -0.092
100 O 6.76386 -0.75247 -1.39814  -0.214
101 P 6.24610 -1.27634 -0.02064  0.482
102 O 6.92657 -2.59350 0.36444  -0.270
103 O 4.65140 -1.24791 -0.21664  -0.225
104 C 4.10225 -2.21648 -1.08725  -0.110
105 O 6.59386 0.01126 0.97864  -0.270
106 C 7.30766 -0.16270 2.21289  -0.086
107 H 7.37838 1.16292 -0.83760  0.080
108 H 5.93250 1.21461 -1.79261  0.094
109 H 7.56574 0.67763 -2.46725  0.097
110 H 3.79480 -3.11842 -0.55803  0.083
111 H 4.72776 -2.55045 -1.91508  0.061
112 H 3.23807 -1.72204 -1.53089  0.087
113 H 8.34780 -0.04130 1.91046  0.090
114 H 7.22489 -1.16988 2.62134  0.081
115 H 6.99670 0.68733 2.82024  0.089
116 C -3.73220 2.80851 5.56036  -0.136
117 O -3.73171 4.11187 6.02192  -0.229
118 P -2.46557 4.62149 6.90529  0.482
119 O -1.08939 4.22750 6.46948  -0.247
120 O -2.72969 6.24275 7.08728  -0.226
121 C -4.09312 6.78933 7.05080  -0.078
122 O -2.93465 4.07220 8.34319  -0.231
123 C -2.20308 3.00640 8.97780  -0.087
124 H -3.16922 2.16044 6.23204  0.081
125 H -3.36236 2.74993 4.53669  0.068
126 H -4.70056 2.30830 5.54712  0.093
127 H -4.25511 7.24109 8.02946  0.086
128 H -4.88155 6.03996 6.98069  0.079
129 H -4.15898 7.55030 6.27318  0.087
130 H -2.70043 2.77793 9.92043  0.085
131 H -1.24143 3.35133 9.35772  0.094
132 H -2.28670 2.11880 8.35069  0.081

Results
- HOMO (spin up / spin down): -11.7430 / -11.7430 eV
- Charge: +1
- Spin multiplicity: 2
- Largest force on an atom: 0.081 hartree/bohr
- <S²>: 0.758

---

2.
Formula: C18H21FNS4SbTc
Source: the Open Molecules 2025 dataset
Level of theory: wB97M-V/def2-TZVPD

Last column: Löwdin charge in e.
Geometry (Å):
1 Tc -1.97702 -0.37132 -0.48540  0.674
2 C -0.15967 -2.29164 -3.19156  -0.037
3 C 0.36031 -0.93426 -2.65955  -0.327
4 C -0.77602 0.06739 -2.78243  -0.044
5 C 1.06846 -1.11436 -1.29805  -0.137
6 C 2.12320 -2.00628 -1.29865  -0.003
7 C 2.70431 -2.42374 -0.11537  0.023
8 C 2.24651 -1.93605 1.10762  0.022
9 C 1.23789 -0.99870 1.19765  -0.133
10 C 0.84203 -0.52473 2.60742  -0.335
11 C -0.64104 -0.66052 2.95696  -0.067
12 C 1.34595 0.87975 2.97624  -0.036
13 C 0.70557 -0.57936 -0.04404  -0.230
14 N -0.27512 0.50396 -0.04363  -0.038
15 C 0.13436 1.73269 0.07101  -0.167
16 C 1.55053 2.07593 0.18552  0.065
17 C 1.89556 3.37600 0.27730  0.022
18 C 0.88607 4.38451 0.28416  0.128
19 C -0.49529 4.11585 0.15601  0.085
20 C -0.83371 2.82351 0.03114  -0.172
21 F -2.07697 2.46366 -0.17486  0.075
22 H -0.56002 -2.18030 -4.20205  0.107
23 H -0.95962 -2.68001 -2.56363  0.039
24 H 0.62435 -3.04524 -3.22291  0.094
25 H 1.13855 -0.63108 -3.36034  0.164
26 H -1.76725 -0.31276 -2.26574  0.025
27 H -1.13905 0.11358 -3.80916  0.132
28 H -0.57951 1.08139 -2.44138  0.085
29 H 2.47977 -2.39703 -2.24666  0.141
30 H 3.50947 -3.14873 -0.13773  0.139
31 H 2.72216 -2.26796 2.02413  0.142
32 H 1.37047 -1.21005 3.26430  0.138
33 H -1.27476 0.05323 2.42269  0.045
34 H -0.77237 -0.45163 4.01999  0.103
35 H -1.01727 -1.67066 2.77941  0.069
36 H 0.70335 1.67202 2.57215  0.071
37 H 2.37539 1.04658 2.64508  0.095
38 H 1.33418 0.99906 4.05958  0.106
39 H 2.29041 1.28599 0.19629  0.147
40 H 2.93604 3.66196 0.35402  0.148
41 H 1.19257 5.42408 0.37582  0.156
42 H -1.24109 4.90330 0.14011  0.163
43 S -5.48806 -2.43536 1.99750  0.167
44 Sb -5.59125 -2.00390 -0.08745  0.329
45 S -3.97956 0.24709 -0.11605  0.227
46 S -2.06258 -2.36358 -0.02164  0.414
47 S -6.11024 -2.27229 -2.13379  0.182

Results
- HOMO: -18.1053 eV
- Charge: +3
- Largest force on an atom: 0.046 hartree/bohr

---

3.
Formula: C37H53F9I2N2O11
Source: the Open Molecules 2025 dataset
Level of theory: wB97M-V/def2-TZVPD

Last column: Löwdin charge in e.
Geometry (Å):
1 C -1.07156 2.38328 7.61805  -0.053
2 C -0.56924 2.10666 6.19914  -0.222
3 O -0.38131 3.37412 5.52673  -0.037
4 C 0.59959 3.29101 4.56753  -0.487
5 O 1.62296 3.89378 4.68591  0.150
6 C 0.28342 2.40628 3.38481  -0.114
7 C 0.79148 3.03423 2.06816  -0.149
8 C 2.09385 2.41815 1.53560  -0.166
9 C 2.17689 1.87339 0.10723  -0.468
10 N 3.44198 1.09981 0.09905  0.080
11 C 2.26380 3.03780 -0.94182  -0.051
12 C 1.76113 4.38762 -0.49251  -0.222
13 C 2.59378 5.26616 0.17581  -0.060
14 C 2.12763 6.47891 0.60245  -0.074
15 C 0.82865 6.86722 0.37209  -0.045
16 C -0.01239 6.02303 -0.32334  -0.266
17 C -1.44214 6.37709 -0.62451  -0.037
18 C 0.47520 4.80428 -0.74388  -0.010
19 C 1.05607 0.85896 -0.34997  -0.625
20 I 0.75801 -0.58536 1.24789  1.205
21 C 1.44097 0.14180 -1.66212  -0.159
22 C 1.75479 -1.35556 -1.72099  -0.233
23 N 3.01232 -1.75911 -1.09797  -0.117
24 C 4.14505 -1.67428 -2.01441  -0.232
25 C 5.46586 -1.75755 -1.25381  -0.071
26 C 2.92705 -3.03495 -0.45594  -0.497
27 C 2.53430 -4.25437 -1.26179  0.020
28 O 3.18228 -3.14418 0.71295  0.078
29 O -0.09968 1.65850 -0.59844  -0.117
30 C -1.29424 1.05242 -1.01487  -0.233
31 C -1.82225 1.86563 -2.20798  -0.120
32 C -0.93363 1.71411 -3.41170  -0.778
33 O -0.09254 2.46966 -3.74346  0.054
34 I -1.26396 -0.06162 -4.63944  0.915
35 C -2.40345 1.12035 0.08641  -0.352
36 F -3.28124 2.13816 -0.17483  0.115
37 F -1.86109 1.39051 1.28938  0.108
38 C -3.26272 -0.16579 0.25528  -0.351
39 F -3.95268 -0.08757 1.40763  0.168
40 F -2.42824 -1.23282 0.33798  0.104
41 C -4.23122 -0.48691 -0.91127  -0.310
42 F -3.50059 -0.60008 -2.04929  0.092
43 F -4.77155 -1.69817 -0.63651  0.161
44 C -5.41935 0.50498 -1.15691  -0.518
45 F -6.49625 -0.19116 -1.54891  0.177
46 F -5.09523 1.36351 -2.13575  0.164
47 F -5.72350 1.18753 -0.05485  0.189
48 H -0.89108 3.42847 7.83286  0.079
49 H -2.13308 2.17815 7.68258  0.069
50 H -0.53518 1.76378 8.32515  0.071
51 H -1.26638 1.49193 5.63719  0.114
52 H 0.39007 1.59685 6.25951  0.123
53 H 0.81032 1.47589 3.58438  0.085
54 H -0.77931 2.19572 3.36107  0.105
55 H -0.02267 3.06042 1.35884  0.093
56 H 1.00043 4.07116 2.31146  0.108
57 H 2.84586 3.20291 1.56947  0.107
58 H 2.45800 1.67793 2.24002  0.090
59 H 3.87798 1.13535 -0.81481  0.069
60 H 4.08380 1.59332 0.70956  0.088
61 H 1.72584 2.78887 -1.85034  0.102
62 H 3.29797 3.17754 -1.24213  0.123
63 H 3.61723 4.98088 0.36400  0.117
64 H 2.78109 7.15509 1.13186  0.107
65 H 0.44121 7.81153 0.71972  0.111
66 H -1.55286 6.75375 -1.63680  0.084
67 H -1.84707 7.06592 0.10786  0.077
68 H -2.03450 5.46589 -0.55825  0.068
69 H -0.17219 4.14147 -1.29374  0.100
70 H 2.27671 0.65467 -2.12621  0.114
71 H 0.63416 0.24887 -2.37772  0.044
72 H 0.92389 -1.96066 -1.37438  0.092
73 H 1.81824 -1.57607 -2.79728  0.123
74 H 4.10382 -2.48595 -2.74878  0.109
75 H 4.11113 -0.71448 -2.51680  0.110
76 H 5.37540 -1.26923 -0.28909  0.074
77 H 5.78040 -2.78451 -1.09117  0.073
78 H 6.24897 -1.25654 -1.81721  0.071
79 H 2.93368 -4.21952 -2.27058  0.075
80 H 2.94044 -5.11764 -0.75101  0.088
81 H 1.45332 -4.35424 -1.27324  0.088
82 H -1.19296 0.01572 -1.32779  0.132
83 H -1.83692 2.91979 -1.96483  0.125
84 H -2.81933 1.55846 -2.49957  0.093
85 C 3.67056 -7.94057 6.43700  -0.067
86 C 2.50264 -7.06448 6.03823  -0.216
87 O 2.89080 -5.69416 5.86849  0.033
88 C 3.53014 -5.41932 4.72888  -0.613
89 O 3.76426 -6.20183 3.84446  0.122
90 O 3.84361 -4.12766 4.73481  0.009
91 C 4.58027 -3.68921 3.58387  -0.030
92 H 4.15549 -7.54419 7.32997  0.081
93 H 3.32740 -8.95414 6.64474  0.079
94 H 4.41488 -7.98583 5.64379  0.074
95 H 1.75545 -7.04801 6.82958  0.121
96 H 2.02181 -7.42521 5.12920  0.122
97 H 4.06325 -3.94318 2.66737  0.063
98 H 5.57795 -4.12773 3.59131  0.099
99 H 4.65802 -2.60901 3.66371  0.096
100 C -4.78840 -1.07432 -4.97117  -0.107
101 C -6.25105 -1.45840 -5.03425  -0.203
102 O -6.75134 -1.45237 -6.38025  0.042
103 C -6.40337 -2.50208 -7.12138  -0.613
104 O -5.75205 -3.44640 -6.75744  0.123
105 O -6.92316 -2.33900 -8.33828  0.006
106 C -6.58623 -3.37267 -9.26640  -0.039
107 H -4.62352 -0.11302 -5.45959  0.075
108 H -4.45988 -1.00200 -3.93514  0.036
109 H -4.16658 -1.81335 -5.47505  0.068
110 H -6.85848 -0.72519 -4.50670  0.119
111 H -6.43112 -2.43274 -4.58042  0.127
112 H -6.84540 -4.35158 -8.87016  0.095
113 H -5.52395 -3.33739 -9.50239  0.098
114 H -7.16542 -3.17586 -10.16346  0.093

Results
- HOMO: -8.8834 eV
- Largest force on an atom: 0.020 hartree/bohr
- Structure (SMILES): CCOC(=O)CCC[C@](N)(Cc1cccc(C)c1)[C@](I)(CCN(CC)C(C)=O)O[C@H](CC(=O)I)C(F)(F)C(F)(F)C(F)(F)C(F)(F)F.CCOC(=O)OC.CCOC(=O)OC